(1)
Here is C17H21BF3NO2S2 in the gas phase in a non-equilibrium geometry from the OMol25 dataset. Energies are from wB97M-V/def2-TZVPD.

Calculated values
Highest occupied orbital energy in hartree: -0.2723
Energy relative to the best compared isomer or geometry (same formula, charge and spin) in kJ/mol: 0.00
LUMO energy in eV: -1.24
Kohn-Sham gap in eV: 6.2
M in Da: 403.30
DFT total energy in Ha: -1986.58931

Element x y z (Å)
H (-3.98400, -3.33138, -0.15712)
H (-3.82784, -3.25359, 1.61202)
C (0.82019, -3.53816, 0.55582)
H (-5.63043, -0.69674, 1.99928)
H (-1.21973, -2.81557, 0.50903)
C (-0.17172, -2.55925, 0.45688)
C (4.93558, 2.70096, -0.52797)
H (5.64725, 1.80579, -2.34436)
F (0.67028, 3.22028, 1.00777)
H (-4.52518, 0.30572, -0.67015)
H (-5.41655, -3.01526, 0.84835)
H (2.25477, 2.46227, -0.31001)
N (-0.59923, -0.08237, 0.24920)
C (-4.77229, -0.75662, -0.56917)
H (2.94338, 3.25272, -2.20497)
C (2.55257, 1.41120, -0.35619)
H (2.93458, -3.95833, 0.43777)
C (5.01047, 2.64044, -2.04320)
H (-4.26747, 0.45306, 1.83727)
B (-0.51048, 2.53373, 0.60835)
H (3.56686, 2.37601, -3.66012)
C (-4.07563, -1.32942, 0.64465)
H (1.73560, 0.94757, 1.45079)
H (-4.45441, -1.30013, -1.46910)
C (-4.34038, -2.81948, 0.74539)
C (2.54493, -1.84097, 0.19981)
O (-2.57706, -1.23705, 0.51340)
H (5.92677, 2.75720, -0.06843)
C (1.59029, 0.66061, 0.39042)
F (-1.12314, 3.18645, -0.44121)
H (0.55328, -4.57724, 0.75747)
F (-1.28509, 2.22617, 1.73079)
S (4.27522, 1.19017, 0.18057)
C (3.60026, 2.44709, -2.56713)
O (-2.63418, 0.94541, -0.14113)
C (1.55913, -0.85383, 0.26997)
C (-2.02525, -0.05476, 0.18642)
H (4.29763, 3.53663, -0.21279)
H (-4.07415, -1.05960, 2.78429)
S (2.94642, 0.85823, -2.03637)
C (-4.53628, -0.60947, 1.89670)
C (0.12925, 1.06663, 0.07989)
H (3.57983, -1.57022, -0.05130)
C (0.22308, -1.23731, 0.34360)
C (2.17075, -3.18107, 0.42236)
H (5.44606, 3.56179, -2.42818)
H (-5.86395, -0.86832, -0.45935)

Forces on the atoms, in the same order (eV/Å):
H -0.0952 0.0751 0.1538
H -0.0953 0.0793 -0.1132
C 0.4670 0.4601 0.1081
H 0.4309 0.0150 -0.1353
H 0.2664 -0.0873 0.0082
C 0.0239 -0.4900 0.2066
C 0.4371 -0.0369 0.0174
H -0.0306 0.0574 -0.0677
F -0.3917 -0.0575 0.0685
H -0.3562 -0.4460 -0.1397
H 0.3010 0.1789 -0.0286
H 0.3033 -0.0900 -0.2026
N 1.4961 1.8159 -1.2205
C -0.0673 0.2328 -0.5466
H 0.0860 -0.2704 -0.3857
C 2.9893 0.8488 -1.6731
H -0.1694 0.2391 -0.0179
C -0.0726 0.0393 0.2067
H -0.1239 -0.2340 0.1246
B 0.4276 0.8757 -0.6381
H 0.0233 0.3633 0.1847
C -0.4202 -0.0447 -0.0359
H -0.4307 -0.1206 -0.1156
H -0.1184 0.2020 0.0921
C 0.3073 -0.3794 0.0015
C -0.0116 -0.0447 0.1586
O 0.0714 0.9089 0.0607
H -0.1366 0.3612 -0.0917
C -2.0786 -1.8165 -0.3341
F -0.0668 0.1228 0.4845
H 0.0197 0.3429 -0.2128
F 0.2845 0.2238 -0.4062
S 0.3482 0.5347 2.8873
C 0.2431 -0.0984 -0.6970
O 1.6345 -1.7859 0.5754
C -0.0981 -0.1766 0.4498
C -2.7026 1.1782 -0.3948
H 0.3561 -0.0866 0.1245
H -0.0782 0.1821 -0.1229
S -2.6724 0.0413 -1.6435
C 0.3247 0.2176 0.3553
C -0.7647 -2.7442 3.0435
H -0.4415 -0.1534 0.4664
C 0.3236 -0.8377 -0.0498
C -0.1977 0.3432 -0.4665
H 0.0109 0.1299 -0.0586
H 0.4445 -0.0687 0.0206

Charge distribution, natural (NBO) scheme, values in e:
1. H 0.22
2. H 0.22
3. C -0.20
4. H 0.23
5. H 0.25
6. C -0.23
7. C -0.53
8. H 0.21
9. F -0.55
10. H 0.26
11. H 0.23
12. H 0.28
13. N -0.42
14. C -0.66
15. H 0.22
16. C -0.47
17. H 0.22
18. C -0.43
19. H 0.24
20. B 1.15
21. H 0.24
22. C 0.29
23. H 0.32
24. H 0.21
25. C -0.63
26. C -0.19
27. O -0.54
28. H 0.24
29. C -0.37
30. F -0.53
31. H 0.22
32. F -0.53
33. S 0.20
34. C -0.53
35. O -0.53
36. C -0.04
37. C 0.93
38. H 0.22
39. H 0.22
40. S 0.20
41. C -0.65
42. C 0.35
43. H 0.24
44. C 0.18
45. C -0.20
46. H 0.22
47. H 0.22

=====

(2)
Here is a molecular structure, C17H21BN6O3STi in a non-equilibrium geometry from the OMol25 dataset. Energies are from wB97M-V/def2-TZVPD.

Calculated values
Highest occupied orbital energy (alpha / beta) in hartree: -0.5419 / -0.5422
Energy relative to the best compared isomer or geometry (same formula, charge and spin) in kJ/mol: 201.41
LUMO energy (alpha / beta) in eV: -7.53 / -9.51
Kohn-Sham gap (alpha / beta) in eV: 7.2 / 5.2
Total charge: +2
Multiplicity: 3
M in Da: 448.14
DFT total energy in Ha: -2486.57933

Element x y z (Å)
H (1.19472, -3.07521, 0.04988)
C (-1.58554, 0.04665, 5.71685)
B (0.92739, 0.09023, -3.89120)
N (-0.94180, -1.18575, -2.72503)
Ti (0.29294, -0.49684, -1.06083)
C (-2.09248, -1.83982, -3.15564)
C (-2.25053, -1.74819, -4.53679)
C (-1.02354, 1.93869, 3.69421)
N (0.75428, 1.41576, -3.04268)
H (-0.25711, 2.59457, 7.56646)
H (-0.36348, 3.23580, 5.30796)
C (3.20382, -1.91773, -1.78523)
H (-0.29692, -2.63222, 1.00269)
H (-2.82497, -2.34754, -2.51352)
C (0.41716, 3.52371, -2.30421)
C (0.63837, 2.69088, -3.46531)
H (-2.25905, -1.25242, 4.12844)
H (4.70145, -2.68337, -3.22781)
C (-0.79611, 2.26174, 5.02792)
H (-1.75683, -0.67534, 6.53113)
H (3.16171, -1.29609, -5.00811)
C (-0.67151, 1.59279, 7.47657)
S (-1.77523, 0.04248, 1.43889)
H (0.28707, 4.57514, -2.26838)
C (-1.82984, -0.29143, 4.39477)
H (-0.83425, -0.73987, -5.97886)
C (-1.02902, 1.30374, 6.04032)
H (0.73988, 2.90725, -4.52621)
H (-3.05935, -2.09399, -5.16779)
O (-1.12431, 0.29886, 0.00204)
C (0.43976, -2.35926, 0.27171)
C (0.40099, 2.62924, -1.20684)
N (-0.39022, -0.72934, -3.91307)
O (-0.33287, -0.17949, 2.39103)
H (-0.87085, 2.63701, 2.87658)
H (-0.06816, -2.15892, -0.61660)
H (3.51181, -2.32783, -0.82125)
H (1.21696, 0.36710, -5.03331)
N (2.02921, -0.82948, -3.30445)
C (-1.13628, -1.04925, -4.98530)
H (0.23188, 2.78356, -0.15220)
N (0.64646, 1.35633, -1.65646)
C (3.04027, -1.41990, -3.94543)
H (-1.55723, 1.51332, 8.11238)
H (0.05370, 0.86649, 7.85216)
C (3.82298, -2.12168, -3.00723)
N (2.10383, -1.10474, -1.93285)
O (-2.37139, -1.27951, 1.29715)
C (-1.35728, 0.58959, 3.40585)
H (1.03949, -1.42574, 0.64758)

Forces on the atoms, in the same order (eV/Å):
H 0.2634 -0.8863 -0.0096
C -0.6327 -0.6520 -0.7297
B -0.0293 0.1259 -0.7164
N -0.7832 -0.4480 -1.7292
Ti -0.7516 1.1489 -1.4032
C 0.0281 0.2741 0.4486
C 0.4032 0.1461 0.2525
C 0.5373 0.5137 0.9816
N 0.3405 0.4608 0.4898
H 0.0029 -0.0535 0.1311
H -0.4657 -0.4915 -0.2790
C -0.5098 0.4462 -0.2836
H -0.0157 -0.1726 0.4237
H 0.7799 0.4608 0.1053
C 0.2699 -2.5601 -0.1780
C -0.0819 -0.1474 2.0143
H 0.3135 0.0116 -0.0584
H 0.3078 -0.2394 0.0501
C -0.0957 0.4344 -1.3046
H -0.0966 0.3715 -0.5839
H -0.0015 -0.0223 -0.0358
C -0.1567 0.2848 -0.7654
S 2.0593 -2.8298 -3.2327
H -0.0776 0.5847 -0.0853
C -0.0569 -0.5224 1.4766
H -0.0383 -0.0678 0.2200
C 0.4489 0.0008 1.0547
H -0.1281 0.1156 0.3795
H 0.1192 -0.1371 0.3650
O -0.8593 0.6754 2.5911
C 1.9587 1.2787 2.1270
C 0.4601 -0.2584 -2.1663
N 0.1842 0.4560 0.1775
O -4.3521 2.3910 0.5669
H 0.2741 -0.0705 0.2217
H -1.3938 -1.4927 -1.3803
H -0.2730 0.3473 -0.3026
H -0.0901 0.0216 0.4129
N 0.5811 0.2362 1.0993
C 0.2195 0.1993 1.0918
H 0.0658 0.1601 -0.1450
N -0.3367 1.6354 -1.4619
C 0.0835 -0.0769 1.0803
H -0.0252 -0.0376 -0.0294
H -0.0228 -0.0750 -0.0883
C -0.9111 0.5694 -0.2856
N 0.6044 -0.7619 -1.1761
O -0.1766 1.1908 0.9970
C 2.8976 -1.0970 -0.2324
H -0.8409 -1.4407 -0.0956

Charge distribution, natural (NBO) scheme, values in e:
1. H 0.27
2. C -0.19
3. B 0.52
4. N -0.42
5. Ti 1.57
6. C 0.02
7. C -0.32
8. C -0.17
9. N -0.29
10. H 0.25
11. H 0.26
12. C 0.02
13. H 0.29
14. H 0.24
15. C -0.30
16. C 0.08
17. H 0.28
18. H 0.26
19. C -0.19
20. H 0.27
21. H 0.25
22. C -0.67
23. S 1.88
24. H 0.26
25. C -0.17
26. H 0.25
27. C 0.21
28. H 0.26
29. H 0.27
30. O -0.95
31. C -0.75
32. C 0.03
33. N -0.31
34. O -0.67
35. H 0.26
36. H 0.15
37. H 0.24
38. H 0.01
39. N -0.31
40. C 0.06
41. H 0.23
42. N -0.42
43. C 0.08
44. H 0.28
45. H 0.27
46. C -0.31
47. N -0.45
48. O -0.87
49. C 0.25
50. H 0.21

=====

Among the records above, which one has the highest energy relative to the best compared isomer or geometry (same formula, charge and spin)? C17H21BN6O3STi

=====

Which formula does entry 2 have? C17H21BN6O3STi

=====

DFT total energy of number 1 (C17H21BF3NO2S2)? -1986.58931 Ha